a.
Computed, not measured: a structure of composition C3H8N2S2, with wB97M-V/def2-TZVPD.

Geometry as XYZ:
```
15
C3H8N2S2, DFT wB97M-V/def2-TZVPD
C 0.66219 1.20618 0.98606
C 1.05350 -1.34314 0.97901
C -0.85612 0.96940 -0.91387
N 1.24164 -0.29632 -0.59383
N 0.54754 0.79052 -0.40020
S 0.00687 -0.30118 1.95524
S 0.35058 -2.97627 0.75340
H 1.60935 1.30876 1.32686
H -0.04779 2.00196 1.14160
H 2.17102 -1.17863 1.28768
H -1.58131 1.14430 0.01136
H -0.90131 1.67191 -1.70876
H -1.04710 0.04034 -1.44445
H 0.90040 -0.89209 -1.41370
H 0.84098 -3.28758 -0.40566
```

HOMO energy   -7.7056 eV
Multiplicity   1
HOMO-LUMO gap   8.45 eV

b.
Computed, not measured: a cluster of 2 separate species, C3H8N2S2 in total, with wB97M-V/def2-TZVPD.

Geometry as XYZ:
```
15
C3H8N2S2, DFT wB97M-V/def2-TZVPD
C 1.49399 0.77777 1.13658
C -0.51431 0.19322 -1.46658
C -1.42496 -1.06934 0.33410
N 1.06251 -0.80285 -0.24530
N -0.22838 -0.81669 -0.52783
S 1.61052 0.66231 2.71832
S 1.65977 2.01715 0.07967
H 0.10948 0.13846 -2.38924
H -1.54995 -0.13144 -1.89548
H -0.48176 1.15901 -0.89103
H -2.09469 -1.82116 -0.03840
H -1.15031 -1.33487 1.44211
H -2.01919 -0.18738 0.39374
H 1.23096 -1.59996 0.40663
H 2.29632 2.81577 0.94271
```

HOMO energy (alpha / beta)   -7.0731 / -7.0716 eV
Multiplicity   1
HOMO-LUMO gap (alpha / beta)   7.24 / 7.24 eV

Stability check: which of them is least stable? b.

a.
Computed, not measured: a structure of composition C3H8N2S2, with wB97M-V/def2-TZVPD.

Geometry as XYZ:
```
15
C3H8N2S2, DFT wB97M-V/def2-TZVPD
C -2.51457 1.50494 -1.32098
C 0.42780 -0.50113 0.78755
C 0.02122 -0.50142 2.28577
H -3.04134 2.95065 -0.42487
H -1.29739 1.65985 -1.85978
H -3.60271 0.80495 -2.14853
H 0.28445 0.70546 2.69609
H -1.13904 -0.74076 2.19628
H 0.71006 -1.26853 2.96538
H 1.98138 -1.77533 0.87728
H 0.84096 -0.74753 -1.63447
N -0.32139 -0.13252 -0.27286
N 1.89116 -0.63463 0.53269
S -1.84013 0.59120 0.19641
S 2.25692 -0.54327 -1.13392
```

HOMO energy   -8.2695 eV
Multiplicity   1
HOMO-LUMO gap   7.87 eV

b.
Computed, not measured: an isolated molecule of C3H8N2S2, with wB97M-V/def2-TZVPD.

Geometry as XYZ:
```
15
C3H8N2S2, DFT wB97M-V/def2-TZVPD
C 1.10695 -0.45561 -1.49486
C -0.43071 -0.22639 -1.32301
C -1.07889 0.55987 1.21339
H 1.11372 -1.76499 0.05409
H 1.56846 -0.22294 0.42013
H 1.31561 -1.17631 -2.27906
H 1.58788 0.46533 -1.88902
H -0.72982 -1.15998 -0.78988
H -0.98617 -0.26207 -2.25880
H -0.49167 2.34291 2.05973
H -1.33807 1.20702 3.11173
N 1.71384 -0.98871 -0.22920
N -1.00989 1.48015 2.16042
S -0.81683 1.21026 -0.38099
S -1.52441 -1.00855 1.62532
```

HOMO energy   -8.5983 eV
SMILES   NCCSC(N)=S
Multiplicity   1
HOMO-LUMO gap   9.03 eV

c.
Computed, not measured: a cluster of 2 separate species, C3H8N2S2 in total, with wB97M-V/def2-TZVPD.

Geometry as XYZ:
```
15
C3H8N2S2, DFT wB97M-V/def2-TZVPD
C -0.79928 -0.28504 1.47316
C 0.32270 1.16705 -0.36601
C 0.86587 2.16430 -1.29409
N -0.79415 -0.76365 0.17482
N -0.03058 -0.03811 -0.63582
S 0.11819 1.41871 1.40499
S 0.20681 -3.61719 -0.07055
H -1.82391 -0.10323 2.02031
H -0.31340 -0.98539 2.16688
H 1.35420 2.94775 -0.65228
H 0.05648 2.83193 -1.96918
H 1.52866 1.75873 -1.97537
H -0.07890 -3.82343 1.22900
H -0.21438 -0.40995 -1.57587
H -0.39829 -2.26249 0.07001
```

HOMO energy (alpha / beta)   -7.5344 / -7.5337 eV
Multiplicity   1
HOMO-LUMO gap (alpha / beta)   7.78 / 7.78 eV

d.
Computed, not measured: an isolated molecule of C3H8N2S2, with wB97M-V/def2-TZVPD.

Geometry as XYZ:
```
15
C3H8N2S2, DFT wB97M-V/def2-TZVPD
C -0.44862 2.11689 -0.10909
C -1.19060 -0.30177 -0.36466
C 1.65919 -1.62803 0.63258
H 0.57766 2.11823 0.36690
H -1.00881 2.96702 0.29955
H -0.37649 2.22448 -1.16613
H -1.82612 0.90674 1.01632
H -0.26900 -1.43660 -1.65990
H 2.70073 -1.56732 0.93939
H 1.00080 -1.37375 1.47049
H 1.40958 -2.65653 0.24801
N -1.18102 0.88884 0.26121
N -0.08308 -0.58405 -1.12720
S -2.47621 -1.36809 -0.21278
S 1.51198 -0.30604 -0.59467
```

HOMO energy   -8.2035 eV
SMILES   CNC(=S)NSC
Multiplicity   1
HOMO-LUMO gap   8.88 eV

Stability check: which of them is least stable? a.

a.
Computed, not measured: an isolated molecule of C4H3NO2S, with wB97M-V/def2-TZVPD.

Geometry as XYZ:
```
11
C4H3NO2S, DFT wB97M-V/def2-TZVPD
C 0.93187 -0.56940 -0.57862
C 0.03100 0.05234 0.25439
C -0.00089 1.44228 0.22948
C -1.06089 -0.38831 1.18195
H 1.34257 -1.79725 -2.30052
H 1.59510 0.04130 -1.30356
H 0.63090 2.21108 -0.32014
N -1.05021 1.88211 1.01667
O -1.48234 0.70417 1.73316
O -1.49904 -1.42380 1.32681
S 0.56192 -2.15452 -1.23963
```

HOMO energy   -9.0201 eV
SMILES   O=C1ON=C/C1=C/S
Multiplicity   1
HOMO-LUMO gap   7.99 eV

b.
Computed, not measured: an isolated molecule of C4H3NO2S, with wB97M-V/def2-TZVPD.

Geometry as XYZ:
```
11
C4H3NO2S, DFT wB97M-V/def2-TZVPD
C 0.76215 0.15318 -1.15565
C -0.29666 0.18626 1.18833
C -1.53715 -0.00755 0.41428
C -2.56624 -0.11837 -0.11014
H 2.59550 -0.31575 -0.21732
H -0.09347 -0.13615 -1.81274
H -3.64074 -0.35671 -0.33367
N 0.69304 0.23198 0.23392
O 2.01286 -0.02722 0.64882
O 1.86271 0.17610 -1.70599
S 0.20798 0.21424 2.85017
```

HOMO energy   -9.1099 eV
SMILES   C#CC(=S)N(O)C=O
Multiplicity   1
HOMO-LUMO gap   7.82 eV

Stability check: which of them is least stable? b.

a.
Computed, not measured: an isolated molecule of C6H9N3O4, with wB97M-V/def2-TZVPD.

Geometry as XYZ:
```
22
C6H9N3O4, DFT wB97M-V/def2-TZVPD
C -1.58780 0.46021 1.43792
C 1.04255 -1.16293 0.93647
C 1.07117 -0.26035 -1.31182
C 1.15117 1.40763 0.42956
C -0.95911 0.01313 0.17524
C 0.55275 -0.02951 0.11228
N -1.99844 0.80016 2.47983
N -1.79059 -1.25984 -0.07590
N -1.54607 1.06113 -0.94316
O -2.82369 -1.36277 0.53477
O -1.86863 0.57835 -2.01048
O -1.35597 -2.07749 -0.81608
O -1.52625 2.18085 -0.52631
H 1.08064 -0.96460 2.02149
H 0.45836 -2.10651 0.71357
H 2.08842 -1.32279 0.69281
H 0.73697 0.53733 -2.07334
H 2.21386 -0.20551 -1.49705
H 1.03693 -1.32251 -1.78128
H 1.30945 1.58535 1.51213
H 2.12114 1.23200 0.04389
H 0.59315 2.21868 -0.05456
```

HOMO energy   -11.5933 eV
SMILES   CC(C)(C)C(C#N)([N+](=O)[O-])[N+](=O)[O-]
Multiplicity   1
HOMO-LUMO gap   10.86 eV

b.
Computed, not measured: a cluster of 2 separate species, C6H9N3O4 in total, with wB97M-V/def2-TZVPD.

Geometry as XYZ:
```
22
C6H9N3O4, DFT wB97M-V/def2-TZVPD
C 3.27812 1.08764 -0.13817
C 2.04642 0.54471 -0.69444
C 2.41987 -0.36938 1.27130
C -2.16505 -0.78286 -1.15039
C -1.34339 0.06187 1.07654
C -1.62755 0.28970 -0.22980
N 3.51600 0.49815 1.00215
N 1.49870 -0.26412 0.18771
N -1.24902 1.53342 -0.77505
O -0.96742 1.46369 -1.94149
O -1.10732 2.48270 -0.08810
O -2.47204 -2.01311 -0.58707
O -1.66957 -1.00351 1.78386
H 4.00788 1.64477 -0.72299
H 1.54044 0.77679 -1.63551
H 2.86019 -1.46963 1.31403
H -1.34879 -0.97271 -1.91699
H -2.92658 -0.37521 -1.76823
H -0.81836 0.78041 1.69569
H 2.05413 -0.11490 2.33978
H -3.46638 -2.07868 -0.28217
H -2.06026 -1.71976 1.25934
```

HOMO energy   -9.1563 eV
SMILES   O=[N+]([O-])/C(=C/O)CO.C1=NCN=C1
Multiplicity   1
HOMO-LUMO gap   9.26 eV

Stability check: which of them is least stable? a.